Entry 1:
This record from OMol25 describes a molecular structure, C16H16BN2O6RhSi. The level of theory is ωB97M-V/def2-TZVPD.

```
43
Properties=species:S:1:pos:R:3:forces:R:3
Rh -0.671867 -0.938702 -0.994041 0.0 0.3 0.0
O -3.310003 3.227242 2.303455 -0.1 0.1 0.1
C -2.009107 3.441357 2.317643 0.0 -0.3 -0.2
O -1.496694 4.368511 2.886654 0.0 0.1 0.1
C -1.153519 2.461503 1.573558 -0.1 0.1 0.0
C 0.216437 2.591349 1.492624 0.1 -0.1 0.0
N 0.677205 1.562479 0.765709 -0.1 -0.1 0.0
N -0.317561 0.762647 0.370245 0.0 0.3 0.1
C -1.440354 1.301857 0.832459 0.2 0.0 0.0
C -2.718590 0.639779 0.428936 0.0 -0.1 0.1
O -3.782247 1.070810 0.851502 -0.1 0.1 0.0
O -2.575991 -0.366553 -0.355213 0.0 -0.2 -0.1
H -3.560936 2.417097 1.780144 0.0 0.0 0.0
H 0.861388 3.345394 1.910528 0.0 0.0 0.0
H 1.621116 1.355618 0.484445 0.0 0.0 0.0
C 3.364159 -5.061151 -1.233391 0.0 0.0 0.0
Si 2.460260 -4.624316 0.337213 0.0 0.0 0.0
C 3.611102 -3.884393 1.605928 0.0 0.0 0.0
C 1.533581 -6.085795 1.027638 0.0 0.0 0.0
C 1.217359 -3.307573 -0.082436 0.1 0.0 0.1
C 0.394343 -2.421912 -0.331008 -0.1 -0.2 0.0
H 4.119011 -5.827652 -1.046372 0.0 0.0 0.0
H 3.864282 -4.185230 -1.649629 0.0 0.0 0.0
H 2.673099 -5.443165 -1.986492 0.0 0.0 0.0
H 4.371119 -4.613800 1.894457 0.0 0.0 0.0
H 3.067694 -3.588191 2.504365 0.0 0.0 0.0
H 4.120743 -3.004647 1.209945 0.0 0.0 0.0
H 2.229325 -6.885738 1.290406 0.0 0.0 0.0
H 0.823018 -6.481083 0.300301 0.0 0.0 0.0
H 0.978453 -5.809341 1.925137 0.0 0.0 0.0
O -0.119747 0.273598 -3.964343 0.0 0.0 0.0
B 0.191773 0.237115 -2.614192 0.0 0.0 -0.2
O 1.263660 1.087294 -2.337937 0.0 0.0 0.1
C 1.609635 1.652493 -3.548482 0.0 0.0 0.0
C 2.604034 2.562315 -3.823628 0.0 0.0 0.0
C 2.722784 2.967623 -5.151045 0.0 0.0 0.0
C 1.876909 2.472766 -6.139309 0.0 0.0 0.0
C 0.875185 1.551159 -5.845522 0.0 0.0 0.0
C 0.768831 1.159420 -4.530764 0.1 0.0 0.0
H 3.254977 2.941617 -3.048200 0.0 0.0 0.0
H 3.488492 3.683318 -5.417846 0.0 0.0 0.0
H 1.998741 2.812058 -7.159022 0.0 0.0 0.0
H 0.210864 1.161248 -6.603840 0.0 0.0 0.0
```
Forces are in eV/Å.

Properties
gap between HOMO and LUMO (alpha / beta): 8.4 / 6.0 eV
ΔE to the lowest compared entry with this formula, charge and spin: 0.0 kcal/mol
2S+1: 5

---

Entry 2:
This record from OMol25 describes C16H16BrN3O3 in the gas phase. The level of theory is ωB97M-V/def2-TZVPD.

```
39
Properties=species:S:1:pos:R:3:forces:R:3
C -0.624242 -3.164781 -0.643317 2.1 -2.1 -4.1
H 0.268393 -3.918370 -0.687265 -1.9 0.8 0.6
H -0.929429 -3.063824 -1.760815 0.0 -0.8 1.8
C -0.066952 -1.820127 -0.395341 -2.8 -1.6 2.8
N -1.128067 -0.942442 -0.646405 -4.9 5.7 0.9
C -2.343842 -0.830444 0.289966 1.2 -2.7 0.6
O -2.658366 -1.680882 1.263305 1.7 4.9 -5.7
C -3.244988 0.400130 -0.238849 0.2 -11.0 1.8
C -4.579029 0.078548 -0.576449 2.9 -5.9 1.5
C -5.404621 0.993774 -0.802604 -5.6 6.0 -1.2
C -5.134312 2.572876 -0.707769 5.0 -11.3 0.5
C -3.897510 2.816954 -0.441815 3.6 -4.7 0.8
C -2.858778 1.541694 -0.153041 1.6 14.1 0.5
Br -1.116471 2.339407 0.568029 -1.6 -1.1 -0.8
H -3.512409 3.741451 -0.393842 1.6 3.1 0.4
H -5.857453 3.117459 -0.838087 -7.3 6.1 -1.4
H -6.411419 0.606279 -1.029274 0.2 0.9 0.1
H -4.840165 -1.042970 -0.430839 0.2 2.1 -0.7
H -0.921447 0.039539 -1.272775 -0.9 -3.8 2.7
H 0.642316 -1.463141 -0.951554 4.4 1.0 -4.0
C 0.410753 -1.790874 0.971835 5.3 2.3 3.5
N 0.952957 -0.437361 1.566052 4.9 -3.6 -3.6
C 2.238327 0.043569 0.962829 -1.7 0.0 1.4
C 2.524582 1.328601 1.290558 9.9 -4.0 -8.2
C 3.776540 1.953396 0.422847 -4.7 -18.4 -1.9
C 4.754303 0.973867 -0.024826 -5.9 -0.2 0.5
C 4.360981 -0.573018 -0.231151 3.3 9.9 0.9
C 3.192330 -0.731260 0.189120 -7.7 -7.5 2.8
H 2.846678 -1.968012 0.159175 0.7 3.5 -0.2
H 5.089533 -1.052893 -0.683757 2.8 -3.0 -2.0
N 5.915060 1.581307 -0.543568 -1.1 -16.3 -2.3
O 6.124031 2.617704 -0.402516 3.2 16.8 2.0
O 6.677764 0.756308 -1.077868 0.5 -0.4 -0.6
H 4.020987 2.689997 0.796551 4.5 13.9 5.2
H 1.856233 1.852380 1.638284 -6.3 5.9 4.0
H 0.494190 0.376342 1.816260 -2.2 1.1 0.3
H -0.325824 -1.972756 1.594570 -4.0 -1.0 2.9
H 1.186786 -2.572714 1.416392 -1.3 1.4 -1.9
H -1.477421 -3.395718 -0.012048 0.3 -0.2 0.0
```
Forces are in eV/Å.

Properties
structure (SMILES): C[C@H](CNc1ccc([N+](=O)[O-])cc1)NC(=O)c1ccccc1Br
gap between HOMO and LUMO: 8.2 eV
ΔE to the lowest compared entry with this formula, charge and spin: 410.9 kcal/mol

---

Entry 3:
This record from OMol25 describes a molecular structure, C16H16Cl8OV. The level of theory is ωB97M-V/def2-TZVPD.

```
42
Properties=species:S:1:pos:R:3:forces:R:3
C 1.312431 -2.464478 1.549701 0.2 -0.2 -1.2
C 2.565042 -2.156733 0.892948 -1.5 -1.0 -0.8
C 2.215808 -1.724480 -0.457480 -0.2 -0.6 0.7
C 3.776197 -1.696117 1.622634 1.3 -0.3 0.4
C 0.773331 -1.648999 -0.576781 0.5 -0.4 0.1
C 0.226060 -2.085296 0.676979 0.1 -1.4 0.6
C -1.212889 -2.342066 0.990846 -0.3 -0.3 0.1
C 1.069346 -2.754199 2.979860 0.0 -0.2 0.6
C 3.127643 -1.464096 -1.603778 0.5 0.0 -0.1
C -0.007463 -1.463836 -1.845389 0.1 0.0 -0.1
V 1.438635 -0.449024 1.023624 -1.4 4.1 1.0
Cl 2.105415 1.441225 0.072627 0.5 1.3 -0.8
Cl 1.350895 0.383526 3.492266 0.1 -0.2 -0.6
Cl -0.581806 2.189533 -2.691995 -0.2 0.1 0.0
H 3.580578 -1.588753 2.700024 0.0 -0.1 -0.3
H 4.173380 -0.706509 1.299011 -0.5 -0.5 -0.1
H 4.598892 -2.412967 1.497767 0.2 0.1 0.1
H 3.970884 -0.824904 -1.319169 -0.1 0.0 -0.1
H 2.600049 -1.001322 -2.450416 0.2 0.0 0.4
H 3.535404 -2.416144 -1.974160 0.0 0.1 0.0
H 0.401302 -0.674080 -2.474620 0.0 0.1 0.1
H -1.057973 -1.230671 -1.670371 0.1 0.2 0.2
H 0.000259 -2.375153 -2.453145 0.1 -0.2 0.0
H -1.931487 -1.831677 0.334558 0.4 0.1 0.2
H -1.440267 -2.059811 2.023410 -0.1 0.1 -0.2
H -1.404395 -3.422675 0.918566 -0.1 0.0 0.0
H 1.796518 -2.253037 3.625143 -0.1 -0.2 0.0
H 1.105305 -3.836027 3.135660 0.0 -0.1 0.2
H 0.082835 -2.384236 3.300028 0.4 -0.1 -0.1
O -2.407406 1.623453 0.065971 3.3 -1.1 -0.7
H -1.398611 1.393174 -0.181261 -3.3 0.6 1.1
Cl -0.006697 4.827063 -1.170382 0.2 0.1 0.1
C -1.608399 4.231041 -1.246289 -0.9 -0.6 -0.4
C -1.875209 3.045829 -1.943411 -0.6 0.8 0.1
C -3.193114 2.521979 -1.974146 0.7 0.3 1.0
Cl -3.477760 1.029255 -2.755415 -0.2 -0.1 -0.4
C -4.236498 3.201595 -1.336288 1.2 0.8 -0.5
Cl -5.810890 2.581945 -1.385513 -0.8 -0.3 0.0
C -3.960883 4.389207 -0.637693 0.9 -0.4 -0.3
Cl -5.230154 5.216073 0.163987 -0.3 0.2 0.2
C -2.656439 4.893668 -0.570331 -0.2 -0.8 -0.5
Cl -2.307867 6.298725 0.352420 0.0 0.3 0.1
```
Forces are in eV/Å.

Properties
gap between HOMO and LUMO (alpha / beta): 5.2 / 4.7 eV
total charge: -2
2S+1: 2

---

Entry 4:
This record from OMol25 describes C16H16ClN3O2 in the gas phase. The level of theory is ωB97M-V/def2-TZVPD.

```
38
Properties=species:S:1:pos:R:3:forces:R:3
C -5.856138 -1.119694 1.739350 0.0 -0.1 -0.2
C -5.883064 -1.240736 0.220877 -0.1 0.1 0.1
C -5.553764 0.093751 -0.458514 -0.1 -0.1 0.1
C -4.159177 0.580813 -0.101459 -0.5 -0.2 -0.4
O -3.950216 1.540389 0.603064 0.1 0.2 0.2
N -3.178918 -0.189015 -0.663284 -0.1 -0.3 -0.2
C -1.795895 -0.067789 -0.537929 0.6 0.0 0.0
C -1.168621 0.912513 0.232692 -0.5 0.0 0.0
N 0.141740 1.005598 0.335007 0.7 -0.1 -0.1
C 0.911675 0.140138 -0.315542 -0.5 -0.1 -0.1
C 0.392810 -0.879243 -1.113337 0.1 0.0 0.0
C -0.978961 -0.974490 -1.217275 -0.1 0.4 0.3
H -1.422225 -1.751683 -1.825221 0.0 -0.1 -0.1
H 1.048775 -1.562776 -1.624080 0.0 0.0 0.0
N 2.271147 0.360177 -0.120596 0.2 0.2 0.2
C 3.331214 -0.337925 -0.624553 -0.1 0.2 0.1
O 3.238485 -1.300141 -1.352074 0.0 -0.1 -0.1
C 4.645750 0.241929 -0.196425 0.3 -0.1 -0.1
C 5.653556 -0.565659 0.327269 -0.1 0.3 -0.1
C 6.884112 -0.026323 0.672324 -0.1 -0.1 0.0
C 7.120400 1.322928 0.482305 -0.1 0.0 0.0
C 6.129700 2.137229 -0.042696 0.1 0.1 0.0
C 4.900481 1.598977 -0.375187 0.0 -0.1 0.0
H 4.132802 2.228943 -0.801053 -0.1 0.1 0.0
H 6.314981 3.189483 -0.194144 0.0 0.1 0.0
H 8.081173 1.738693 0.744781 0.1 0.0 0.0
H 7.646443 -0.667987 1.084506 0.1 -0.1 0.0
Cl 5.367064 -2.243868 0.592472 0.1 -0.2 0.1
H 2.452956 1.135943 0.503594 0.0 -0.2 -0.1
H -1.742224 1.643047 0.781353 -0.1 -0.1 0.0
H -3.480287 -0.957216 -1.247904 0.0 0.2 0.1
H -6.261760 0.853767 -0.126363 0.1 0.0 -0.1
H -5.635428 -0.008248 -1.543337 0.0 0.1 0.0
H -5.172254 -2.009350 -0.094183 -0.1 0.0 -0.1
H -6.876534 -1.560065 -0.101871 0.1 0.0 -0.1
H -6.099201 -2.073426 2.201902 0.0 0.0 0.1
H -6.578766 -0.379330 2.073442 -0.1 0.1 0.1
H -4.871843 -0.809364 2.082087 0.1 0.0 0.1
```
Forces are in eV/Å.

Properties
structure (SMILES): CCCC(=O)Nc1ccc(NC(=O)c2ccccc2Cl)nc1
gap between HOMO and LUMO: 8.8 eV
ΔE to the lowest compared entry with this formula, charge and spin: 3.4 kcal/mol

---

Entry 5:
This record from OMol25 describes a molecular structure, C16H16F5I2NSSiZn. The level of theory is ωB97M-V/def2-TZVPD.

```
43
Properties=species:S:1:pos:R:3:forces:R:3
Zn -0.272939 0.263329 0.005924 -0.1 0.1 -0.1
I 2.961277 -0.718629 -1.895683 0.0 0.2 -0.1
C 3.090303 -2.018158 -0.243971 0.1 -0.1 0.0
I 1.191097 -2.635888 0.459786 0.0 0.0 0.1
H 3.591591 -1.506639 0.567047 0.0 0.0 0.0
H 3.623079 -2.907619 -0.550932 0.0 0.0 0.1
F -6.864889 2.111631 0.189620 0.1 0.0 0.0
C -5.743180 1.394364 0.165245 -0.1 0.1 0.0
C -4.519293 2.014727 0.012586 0.0 0.1 0.0
F -4.454395 3.340533 -0.111556 0.0 -0.1 0.0
C -3.367169 1.252382 -0.010089 0.1 0.3 0.0
F -2.194120 1.901309 -0.162773 -0.2 -0.1 0.0
C -3.377699 -0.123230 0.120353 0.2 -0.2 0.0
S -1.933733 -1.145224 0.104912 -0.3 -0.2 0.0
C -4.625255 -0.715294 0.271981 -0.1 -0.3 0.0
F -4.725551 -2.042564 0.404765 0.1 0.1 0.0
C -5.793958 0.019476 0.294845 -0.1 0.0 0.0
F -6.970858 -0.588454 0.443874 0.1 0.0 0.0
C 2.142741 1.002490 2.397210 0.1 -0.3 0.1
Si 1.094971 2.328608 1.619299 0.1 0.0 -0.3
C -0.517510 2.374369 2.550999 -0.3 0.0 0.1
C 1.935205 3.967370 1.841176 0.1 0.2 0.0
N 0.779919 1.804898 -0.006201 0.1 0.1 -0.3
C 0.843416 2.431211 -1.257864 0.2 -0.1 0.2
C 0.379029 1.773589 -2.408829 0.0 0.1 -0.1
C 0.421603 2.361130 -3.664560 0.0 0.0 0.0
C 0.951374 3.632142 -3.832877 0.0 0.0 0.1
C 1.437725 4.292560 -2.712199 0.0 0.0 0.0
C 1.392107 3.709510 -1.455176 0.0 0.0 0.0
H 2.316614 1.193145 3.460864 0.0 0.0 -0.1
H 3.112432 0.932757 1.895133 0.0 0.0 0.0
H 1.649287 0.025235 2.319108 0.1 0.0 0.0
H -0.350793 2.533148 3.621159 0.0 0.0 -0.1
H -1.079629 1.437808 2.449455 0.0 0.0 0.0
H -1.156225 3.181002 2.178400 0.0 -0.1 0.0
H 2.113815 4.099533 2.913509 0.0 0.0 -0.1
H 1.307766 4.795754 1.503143 0.1 0.0 0.0
H 2.900030 4.027650 1.331869 0.0 0.0 0.0
H -0.029290 0.766719 -2.343525 0.0 0.0 0.1
H 0.040557 1.810376 -4.515909 0.0 0.0 0.0
H 0.986932 4.094447 -4.810039 0.0 0.0 0.0
H 1.864166 5.283965 -2.813604 0.0 0.0 0.0
H 1.785850 4.258431 -0.613175 0.0 0.0 0.0
```
Forces are in eV/Å.

Properties
gap between HOMO and LUMO: 7.2 eV
ΔE to the lowest compared entry with this formula, charge and spin: 0.0 kcal/mol

---

Largest force on an atom for every record listed, in sequence, given in eV Å⁻¹: 0.3, 19.1, 4.4, 0.7, 0.3.
Total energy for every record listed, in sequence, given in a.u.: -1605.127664, -3582.699821, -5320.083748, -1394.302487, -4235.825509.